(1)
Below is the molecule C9H13FO in a non-equilibrium geometry, with properties calculated with ωB97M-V/def2-TZVPD.

Positions of all 24 atoms, in Å:
1 C -3.81 -0.22 1.60
2 C -2.69 -0.63 1.85
3 C -1.17 -0.96 2.18
4 C -0.29 0.29 1.63
5 C 1.17 -0.14 1.18
6 C 1.58 0.36 -0.27
7 C 1.46 -0.74 -1.43
8 C 0.68 -0.02 -2.62
9 C 0.12 1.36 -1.98
10 F -1.27 1.07 -1.84
11 O 0.92 1.51 -0.83
12 H -4.62 0.44 1.19
13 H -0.84 -1.89 1.64
14 H -0.99 -1.08 3.28
15 H -0.89 0.70 0.75
16 H -0.31 1.06 2.47
17 H 1.27 -1.27 1.31
18 H 1.93 0.33 1.90
19 H 2.66 0.66 -0.26
20 H 0.84 -1.60 -1.03
21 H 2.51 -1.11 -1.66
22 H -0.09 -0.68 -3.14
23 H 1.52 0.27 -3.33
24 H 0.30 2.28 -2.61

Computed properties:
Energy above the lowest of the compared OMol25 structures with the same formula, charge and spin (kJ/mol): 146.1
E (eV): -14305.132
M (g/mol): 156.20
SMILES: C#CCCC[C@H]1CC[C@@H](F)O1
Maximum force (hartree/bohr): 0.067
Kohn-Sham gap (eV): 10.685

Mulliken population analysis, charges in e, atoms 1 to 5:
1 C -0.1310
2 C -0.4254
3 C -0.4099
4 C -0.4057
5 C -0.9015

(2)
Below is the molecule C2H2BrN3 in a non-equilibrium geometry, with properties calculated with ωB97M-V/def2-TZVPD.

Positions of all 8 atoms, in Å:
1 C -2.86 1.95 -0.06
2 C -1.27 0.37 -0.05
3 N -3.95 2.26 0.08
4 N -1.65 1.59 0.00
5 N -0.05 -0.17 0.08
6 Br -2.64 -1.17 -0.01
7 H 0.78 0.42 -0.06
8 H -0.26 -1.18 0.11

Computed properties:
Energy above the lowest of the compared OMol25 structures with the same formula, charge and spin (kJ/mol): 52.4
E (eV): -76617.972
M (g/mol): 147.96
SMILES: N#C/N=C(/N)Br
Maximum force (hartree/bohr): 0.095
Kohn-Sham gap (eV): 10.028

Mulliken population analysis, charges in e, atoms 1 to 5:
1 C 0.5461
2 C 0.6172
3 N -0.4315
4 N -0.5587
5 N -0.4003

(3)
Below is a cluster of 8 separate species, C7H24O7 in total in a non-equilibrium geometry, with properties calculated with ωB97M-V/def2-TZVPD.

Positions of all 38 atoms, in Å:
1 C 1.03 0.15 -2.06
2 C 0.11 -0.55 -2.71
3 C 1.20 0.35 -0.56
4 C -0.05 0.67 0.19
5 C -0.81 -0.12 0.94
6 C -2.16 0.14 1.44
7 C -3.00 -0.78 1.88
8 H 1.83 0.63 -2.62
9 H 0.26 -0.80 -3.75
10 H -0.84 -0.87 -2.34
11 H 1.76 -0.56 -0.21
12 H 2.15 0.87 -0.36
13 H -0.42 1.67 -0.05
14 H -0.41 -1.09 1.24
15 H -2.42 1.20 1.41
16 H -2.87 -1.85 1.98
17 H -4.04 -0.54 2.08
18 H 0.39 -4.08 2.52
19 H 0.38 -2.94 1.62
20 O -0.11 -3.26 2.39
21 H 0.24 4.75 0.36
22 H -0.01 3.58 -0.51
23 O -0.39 4.02 0.28
24 H 1.26 2.40 2.50
25 H 0.77 3.08 1.32
26 O 1.63 2.88 1.74
27 H 0.43 -3.90 -0.85
28 H 0.87 -2.40 -0.80
29 O 0.91 -3.24 -0.33
30 H 3.75 0.57 1.87
31 H 3.46 1.99 1.37
32 O 4.18 1.39 1.61
33 H -1.81 2.53 -2.50
34 H -0.48 2.04 -2.17
35 O -0.93 2.90 -2.31
36 H -2.18 -3.38 -0.79
37 H -2.03 -3.64 -2.34
38 O -1.65 -3.79 -1.48

Computed properties:
Energy above the lowest of the compared OMol25 structures with the same formula, charge and spin (kJ/mol): 203.2
E (eV): -21978.530
M (g/mol): 220.26
SMILES: C=C/C=C/CC=C.O.O.O.O.O.O.O
Maximum force (hartree/bohr): 0.044
Kohn-Sham gap (eV): 9.350

Mulliken population analysis, charges in e, atoms 1 to 5:
1 C -0.4229
2 C -0.7407
3 C -0.0790
4 C -0.0511
5 C 0.2158

(4)
Below is a cluster of 2 separate species, C5H13NO2 in total in a non-equilibrium geometry, with properties calculated with ωB97M-V/def2-TZVPD.

Positions of all 21 atoms, in Å:
1 C -1.07 -1.97 0.55
2 C -1.66 -0.59 0.37
3 N -1.17 0.06 -0.89
4 C -1.27 1.55 -0.86
5 H -0.02 -1.86 0.80
6 H -1.56 -2.43 1.41
7 H -1.17 -2.64 -0.30
8 H -2.75 -0.65 0.31
9 H -1.41 0.11 1.16
10 H -1.66 -0.28 -1.71
11 H -0.10 -0.11 -0.98
12 H -2.31 1.85 -0.75
13 H -0.85 1.93 -1.79
14 H -0.69 1.85 0.02
15 O 1.38 0.12 -1.01
16 C 1.70 0.43 0.18
17 O 0.88 0.70 1.08
18 C 3.18 0.47 0.54
19 H 3.77 0.14 -0.31
20 H 3.46 1.49 0.77
21 H 3.34 -0.17 1.41

Computed properties:
Energy above the lowest of the compared OMol25 structures with the same formula, charge and spin (kJ/mol): 71.9
E (eV): -10981.134
M (g/mol): 119.16
Maximum force (hartree/bohr): 0.025
Kohn-Sham gap (eV): 9.320

Mulliken population analysis, charges in e, atoms 1 to 5:
1 C -1.1043
2 C -0.4035
3 N -0.1014
4 C -0.9269
5 H 0.2550

(5)
Below is the ion C10H16N with charge +1 in a non-equilibrium geometry, with properties calculated with ωB97M-V/def2-TZVPD.

Positions of all 27 atoms, in Å:
1 C -1.37 -1.97 0.85
2 C -1.23 -1.13 -0.15
3 C -0.10 -1.25 -1.29
4 C -2.38 0.97 0.79
5 C 0.56 0.10 -1.69
6 C 0.12 1.36 0.20
7 C -2.10 0.06 -0.43
8 C -1.32 1.39 -0.15
9 C 2.52 -0.09 1.35
10 C 2.46 0.62 0.06
11 N 1.03 0.74 -0.43
12 H -0.76 -2.86 0.92
13 H 0.67 -2.04 -1.22
14 H -0.66 -1.51 -2.23
15 H -3.41 1.44 0.82
16 H -2.06 0.69 1.76
17 H 1.35 -0.09 -2.28
18 H -0.10 0.88 -2.23
19 H 0.43 1.66 1.11
20 H -2.15 -1.80 1.58
21 H -2.97 -0.13 -1.06
22 H -1.61 2.13 -0.78
23 H 2.98 -1.05 1.36
24 H 2.83 0.46 2.16
25 H 1.42 -0.21 1.63
26 H 3.06 0.02 -0.75
27 H 2.77 1.60 0.11

Computed properties:
Energy above the lowest of the compared OMol25 structures with the same formula, charge and spin (kJ/mol): 320.0
E (eV): -12109.971
M (g/mol): 150.25
SMILES: C=C1CC[N+](CC)=C[C@@H]2C[C@H]12
Maximum force (hartree/bohr): 0.075
Net charge: +1
Kohn-Sham gap (eV): 9.296

Mulliken population analysis, charges in e, atoms 1 to 5:
1 C -0.9791
2 C 0.4004
3 C -0.7520
4 C -0.9685
5 C -0.8680

(6)
Below is a cluster of 11 separate species, C19H35Cl4N9O14 in total in a non-equilibrium geometry, with properties calculated with ωB97M-V/def2-TZVPD.

Positions of all 81 atoms, in Å:
1 N -11.00 -42.91 -1.23
2 C -10.53 -42.20 -2.26
3 C -11.31 -41.87 -3.36
4 C -12.66 -42.24 -3.38
5 C -13.14 -42.92 -2.27
6 C -12.30 -43.20 -1.22
7 H -9.47 -41.97 -2.27
8 H -10.90 -41.29 -4.18
9 H -13.20 -41.97 -4.27
10 H -14.15 -43.30 -2.36
11 H -12.64 -43.80 -0.38
12 N -13.51 -40.17 -8.54
13 C -14.04 -40.95 -7.60
14 C -14.94 -41.96 -7.87
15 C -15.30 -42.20 -9.18
16 C -14.81 -41.36 -10.17
17 C -13.86 -40.39 -9.81
18 H -13.62 -40.80 -6.62
19 H -15.33 -42.59 -7.08
20 H -15.88 -43.09 -9.39
21 H -15.10 -41.50 -11.20
22 H -13.48 -39.72 -10.57
23 C -10.37 -39.11 -0.58
24 N -11.80 -39.51 -0.57
25 O -12.46 -39.24 -1.55
26 O -12.24 -40.03 0.42
27 H -9.76 -39.98 -0.35
28 H -10.29 -38.33 0.18
29 H -10.02 -38.74 -1.53
30 C -15.70 -38.91 -2.31
31 N -15.43 -40.12 -3.14
32 O -15.97 -41.15 -2.79
33 O -14.69 -40.00 -4.09
34 H -16.47 -38.35 -2.84
35 H -14.80 -38.31 -2.36
36 H -15.98 -39.22 -1.32
37 C -11.01 -46.88 0.48
38 N -11.50 -47.85 1.50
39 O -10.73 -48.26 2.34
40 O -12.67 -48.17 1.41
41 H -11.70 -46.05 0.51
42 H -10.98 -47.41 -0.46
43 H -10.03 -46.48 0.76
44 C -6.19 -39.78 -3.94
45 N -6.89 -40.16 -2.69
46 O -6.24 -40.42 -1.72
47 O -8.10 -40.22 -2.75
48 H -5.20 -39.44 -3.64
49 H -6.76 -38.95 -4.35
50 H -6.13 -40.67 -4.56
51 C -17.33 -46.01 -2.20
52 N -17.24 -45.08 -3.36
53 O -16.70 -44.00 -3.21
54 O -17.77 -45.47 -4.39
55 H -18.32 -45.88 -1.77
56 H -16.65 -45.65 -1.43
57 H -17.13 -47.02 -2.52
58 C -9.47 -44.85 -3.74
59 N -8.17 -44.52 -3.10
60 O -7.58 -43.53 -3.45
61 O -7.73 -45.35 -2.34
62 H -9.77 -44.01 -4.34
63 H -10.20 -45.11 -2.98
64 H -9.32 -45.75 -4.33
65 C -14.47 -44.55 3.87
66 N -13.17 -44.81 3.22
67 O -12.59 -45.80 3.58
68 O -12.77 -44.06 2.35
69 H -14.24 -44.28 4.90
70 H -15.01 -45.49 3.87
71 H -15.03 -43.81 3.31
72 C -9.46 -38.84 -6.60
73 Cl -10.40 -40.34 -6.62
74 Cl -9.49 -38.10 -4.98
75 H -8.43 -39.11 -6.83
76 H -9.79 -38.15 -7.37
77 C -14.94 -41.90 0.69
78 Cl -15.80 -43.37 0.17
79 Cl -16.12 -40.71 1.34
80 H -14.21 -42.16 1.45
81 H -14.53 -41.42 -0.19

Computed properties:
Energy above the lowest of the compared OMol25 structures with the same formula, charge and spin (kJ/mol): 0.0
E (eV): -112416.313
M (g/mol): 755.35
SMILES: C[N+](=O)[O-].C[N+](=O)[O-].C[N+](=O)[O-].C[N+](=O)[O-].C[N+](=O)[O-].C[N+](=O)[O-].C[N+](=O)[O-].c1ccncc1.c1ccncc1.ClCCl.ClCCl
Maximum force (hartree/bohr): 0.033
Kohn-Sham gap (eV): 9.704

Mulliken population analysis, charges in e, atoms 1 to 5:
1 N -0.2767
2 C -1.2803
3 C 0.5050
4 C -0.4893
5 C 0.0190